# C30H28N3NiO

A molecular structure, C30H28N3NiO (wB97M-V/def2-TZVPD, OMol25).

Values from the calculation:
Relative energy (zero: lowest compared OMol25 entry of this formula, charge and spin): 1.7897 eV
Net charge: -1
<S²>: 2.335
Calculated total energy: -2907.638373 Ha
F_max: 0.0725 hartree/bohr
Spin multiplicity: 3

```
63
Properties=species:S:1:pos:R:3:nbo_charge:R:1
Ni 11.17 10.73 7.44 0.980
C 8.55 10.59 5.19 -0.645
C 8.45 9.89 6.51 0.244
C 7.20 9.40 6.87 -0.354
C 6.90 8.96 8.21 -0.228
C 7.97 8.83 9.05 -0.245
C 9.27 9.19 8.58 0.087
N 9.45 9.90 7.46 -0.605
C 10.47 8.89 9.35 0.087
C 10.59 8.03 10.46 -0.265
C 11.85 7.97 11.09 -0.232
C 12.88 8.71 10.54 -0.316
C 12.68 9.52 9.39 0.167
N 11.49 9.56 8.79 -0.575
C 13.70 10.25 8.55 0.178
C 15.03 10.47 8.94 -0.238
C 15.95 11.01 8.02 -0.201
C 15.49 11.12 6.72 -0.294
C 14.16 10.86 6.40 0.254
C 13.77 11.00 4.91 -0.650
N 13.22 10.66 7.36 -0.526
H 7.69 10.18 4.61 0.209
H 9.48 10.41 4.68 0.211
H 8.47 11.70 5.40 0.242
H 6.52 9.25 6.06 0.186
H 5.88 8.70 8.48 0.199
H 7.89 8.77 10.18 0.202
H 9.64 7.62 10.81 0.209
H 12.02 7.36 11.99 0.201
H 13.89 8.59 10.91 0.195
H 15.33 10.20 9.94 0.212
H 16.95 11.19 8.37 0.207
H 16.14 11.32 5.86 0.201
H 14.39 11.77 4.51 0.210
H 12.70 11.26 4.83 0.243
H 14.08 10.09 4.44 0.216
C 7.41 14.63 8.59 -0.242
C 7.82 13.40 9.16 -0.245
C 8.98 12.74 8.73 -0.204
C 9.84 13.31 7.81 -0.001
C 10.98 12.66 7.27 -0.393
C 11.91 13.52 6.70 -0.295
C 11.59 14.80 6.28 -0.211
C 10.37 15.42 6.54 -0.268
C 9.51 14.69 7.32 -0.079
C 8.20 15.22 7.63 -0.198
H 6.55 15.14 8.93 0.195
H 7.26 12.91 9.94 0.200
H 9.37 11.86 9.22 0.222
H 12.91 13.17 6.44 0.182
H 12.32 15.26 5.63 0.184
H 10.20 16.47 6.16 0.199
H 7.92 16.17 7.18 0.188
C 9.80 4.56 7.93 -0.263
O 11.07 4.98 7.41 -0.479
C 11.07 4.42 6.20 0.233
C 12.31 4.71 5.40 -0.781
H 10.00 3.71 8.53 0.176
H 9.17 4.36 7.02 0.217
H 9.34 5.40 8.49 0.202
H 12.87 3.75 5.20 0.240
H 12.99 5.45 5.86 0.213
H 11.96 4.98 4.40 0.242
```

---

# C13H32FN2O14P3S

4 unconnected molecules or ions with the total composition C13H32FN2O14P3S (wB97M-V/def2-TZVPD, OMol25).

Values from the calculation:
Relative energy (zero: lowest compared OMol25 entry of this formula, charge and spin): 0.0000 eV
SMILES string: [H]/N=C/CN(C#C)S(=O)(=O)F.COP(=O)(OC)OC.COP(=O)(OC)OC.COP(=O)(OC)OC
Calculated total energy: -3199.378279 Ha
F_max: 0.1500 hartree/bohr

```
66
Properties=species:S:1:pos:R:3:nbo_charge:R:1
H -7.53 -4.79 3.22 0.340
N -6.60 -4.92 2.83 -0.595
C -6.18 -3.83 2.36 0.124
C -4.82 -3.70 1.73 -0.296
N -3.88 -4.59 2.46 -0.655
C -3.87 -5.87 1.95 0.126
C -4.00 -7.04 1.77 -0.217
S -2.31 -3.98 2.46 2.529
O -1.39 -5.05 2.42 -0.893
O -2.21 -3.07 3.53 -0.892
F -2.21 -3.22 1.12 -0.467
H -6.81 -2.94 2.40 0.182
H -4.55 -2.67 1.88 0.247
H -4.89 -3.91 0.66 0.228
H -4.04 -8.09 1.66 0.238
C -6.22 3.34 -0.49 -0.259
O -6.63 2.21 0.31 -0.715
P -5.69 0.85 0.40 2.403
O -6.44 0.11 1.45 -1.059
O -4.48 1.81 0.97 -0.859
C -4.56 2.26 2.32 -0.247
O -4.53 -0.29 0.10 -0.715
C -3.52 -0.08 -0.92 -0.269
H -7.05 3.63 -1.13 0.188
H -5.98 4.16 0.18 0.193
H -5.35 3.12 -1.11 0.187
H -5.54 2.08 2.76 0.199
H -4.36 3.34 2.34 0.173
H -3.80 1.75 2.90 0.187
H -2.75 0.61 -0.55 0.225
H -3.95 0.32 -1.84 0.171
H -3.06 -1.04 -1.14 0.200
C 2.92 -0.64 -2.00 -0.258
O 1.52 -0.30 -1.86 -0.742
P 0.93 1.25 -1.98 2.474
O -0.51 0.96 -1.88 -1.097
O 1.53 1.39 -3.49 -0.855
C 0.81 0.77 -4.56 -0.246
O 0.99 2.86 -1.75 -0.727
C 2.27 3.54 -1.72 -0.280
H 3.20 -1.31 -1.19 0.190
H 3.03 -1.16 -2.95 0.184
H 3.57 0.23 -1.98 0.197
H 0.05 0.09 -4.19 0.202
H 1.52 0.22 -5.18 0.174
H 0.34 1.55 -5.16 0.182
H 2.64 3.66 -2.74 0.188
H 3.00 3.02 -1.12 0.217
H 2.10 4.53 -1.29 0.196
C 8.45 2.39 1.47 -0.256
O 7.05 2.61 1.21 -0.731
P 6.28 1.80 0.00 2.468
O 4.87 2.19 0.19 -1.086
O 6.68 0.38 0.71 -0.866
C 5.88 -0.08 1.81 -0.248
O 6.22 1.07 -1.44 -0.735
C 7.39 0.50 -2.07 -0.265
H 8.96 3.35 1.52 0.194
H 8.54 1.89 2.44 0.198
H 8.93 1.77 0.72 0.181
H 5.22 0.71 2.18 0.204
H 6.54 -0.40 2.61 0.178
H 5.29 -0.93 1.48 0.185
H 7.67 -0.42 -1.56 0.200
H 8.24 1.20 -2.05 0.178
H 7.14 0.29 -3.10 0.203
```